{"formula": "C7H5FIN", "method": "ωB97M-V with the def2-TZVPD basis set", "energy_ev": -19645.354, "gap_ev": 9.28, "e_homo_ev": -9.1, "lumo_energy_ev": 0.147, "total_charge": 0, "smiles": "N#CC1=C(F)CCC=C1I", "species": ["N", "C", "C", "C", "F", "C", "C", "C", "C", "I", "H", "H", "H", "H", "H"], "coordinates": [[-1.31318, 3.26331, -1.35081], [-0.95948, 2.34936, -0.76134], [-0.36885, 1.16180, -0.40836], [0.91151, 0.98072, 0.00502], [1.76959, 1.97687, 0.46256], [1.41279, -0.40299, 0.31451], [0.27553, -1.22182, 0.97977], [-0.80722, -1.37653, 0.05743], [-1.21165, -0.37353, -0.75832], [-2.75681, -0.24196, -2.06585], [1.61732, -0.85193, -0.69049], [2.22538, -0.32550, 1.10299], [-0.09841, -0.55580, 1.79579], [0.68160, -2.10827, 1.40829], [-1.37812, -2.27373, -0.09119]], "atomic_forces_ev_per_a": [[-0.7250, 1.0668, -0.0290], [0.0406, 0.6786, -0.8856], [0.8755, -4.5500, 0.0243], [-0.7126, 0.4082, 1.5230], [-1.5015, -1.0214, -1.1954], [0.1155, 0.0251, 0.4762], [1.3005, 2.2473, 1.0553], [-2.6545, 0.7407, -3.1580], [2.8967, 2.8311, 2.5546], [-0.2609, -0.1625, -0.2436], [0.7002, -0.0285, 1.0409], [-0.4391, -0.1510, -1.6140], [0.2708, -0.6472, -0.0638], [0.0523, -0.8050, 0.1712], [0.0415, -0.6323, 0.3438]]}